No. 1
Formula: C20H47MgN5O9P2SSi
Source: OMol25
Level of theory: wB97M-V/def2-TZVPD

calculated total energy	-90132.25511	eV
E_HOMO	-8.93	eV
lowest unoccupied orbital energy	0.4	eV

```
86
C20H47MgN5O9P2SSi (wB97M-V/def2-TZVPD)
Mg -0.005 0.587 -1.565
C 2.071 0.500 2.632
C 0.726 1.194 2.329
C 0.883 2.654 1.861
C -0.137 1.159 3.585
O 0.076 0.501 1.226
Si -0.725 -0.952 1.287
S -1.134 -1.380 -0.720
O 0.343 -1.980 1.970
C 0.194 -3.308 2.495
C -0.154 -3.178 3.972
C -0.890 -4.074 1.748
C 1.546 -3.980 2.307
O -2.022 -0.949 2.270
C -3.348 -0.396 2.238
C -3.333 1.055 1.740
C -4.210 -1.286 1.350
C -3.846 -0.456 3.677
H 2.885 1.219 2.726
H 2.317 -0.215 1.849
H 2.013 -0.071 3.558
H 1.908 3.011 1.957
H 0.243 3.319 2.441
H 0.575 2.749 0.821
H 0.373 1.726 4.366
H -0.287 0.140 3.941
H -1.107 1.618 3.403
H -1.095 -2.638 4.086
H 0.630 -2.630 4.496
H -0.257 -4.162 4.432
H -1.867 -3.612 1.896
H -0.936 -5.100 2.118
H -0.676 -4.099 0.679
H 2.325 -3.394 2.796
H 1.783 -4.055 1.245
H 1.540 -4.982 2.736
H -2.516 1.230 1.041
H -3.212 1.754 2.568
H -4.261 1.303 1.226
H -3.803 -1.341 0.340
H -5.227 -0.896 1.294
H -4.245 -2.298 1.758
H -3.191 0.126 4.326
H -3.862 -1.488 4.030
H -4.855 -0.047 3.745
N -3.495 1.680 -4.527
C -2.125 1.854 -3.905
C -1.468 3.076 -4.531
P -1.207 0.317 -4.380
O -2.252 -0.831 -3.941
O -1.107 0.355 -5.849
O 0.007 0.245 -3.475
P -2.489 2.168 -2.119
O -3.359 0.869 -1.744
O -3.355 3.360 -2.088
O -1.152 2.117 -1.401
H -3.398 1.496 -5.530
H -4.054 2.519 -4.346
H -3.949 0.876 -4.080
H -1.310 2.927 -5.599
H -0.495 3.229 -4.065
H -2.066 3.970 -4.345
H -2.039 -1.254 -3.095
H -2.843 0.144 -1.334
C 2.858 1.435 -0.536
N 4.296 1.232 -0.504
C 4.558 -0.183 -0.222
N 3.964 -1.061 -1.232
C 2.530 -0.841 -1.246
N 2.188 0.585 -1.556
C 2.803 0.912 -2.878
N 4.240 0.707 -2.869
C 4.836 1.544 -1.828
C 4.507 -0.694 -2.542
H 2.645 2.481 -0.770
H 2.432 1.196 0.434
H 4.148 -0.434 0.757
H 5.637 -0.344 -0.203
H 2.103 -1.094 -0.272
H 2.064 -1.472 -2.005
H 2.583 1.958 -3.102
H 2.337 0.287 -3.636
H 4.638 2.594 -2.056
H 5.916 1.386 -1.818
H 5.586 -0.858 -2.536
H 4.058 -1.331 -3.306
```

No. 2
Formula: C20H48BO24
Source: OMol25
Level of theory: wB97M-V/def2-TZVPD

calculated total energy	-71338.44292	eV
charge	-1
E_HOMO	-7.08	eV
lowest unoccupied orbital energy	1.9	eV

```
93
C20H48BO24 (wB97M-V/def2-TZVPD)
O 2.222 3.418 -1.685
C 1.638 2.745 -0.894
O 1.557 1.417 -0.878
B 0.552 0.977 0.099
O 0.014 2.232 0.652
C 0.699 3.253 0.252
O 0.491 4.422 0.454
O 1.028 0.056 1.159
C 0.325 -1.068 1.128
O 0.292 -1.887 1.991
C -0.598 -0.980 -0.152
O -0.471 0.215 -0.627
O -1.211 -1.933 -0.548
C -2.856 7.781 1.551
C -2.156 6.856 0.604
O -1.812 5.730 1.409
O -3.527 8.815 0.811
H -2.179 8.280 2.262
H -3.509 7.313 2.296
H -1.251 7.251 0.126
H -2.803 6.631 -0.253
H -1.513 4.994 0.865
H -3.992 9.397 1.414
C -2.498 -0.634 -3.789
C -1.277 0.056 -4.374
O -0.925 -0.467 -5.647
O -3.763 -0.281 -4.321
H -2.517 -0.535 -2.698
H -2.304 -1.719 -3.751
H -0.464 -0.249 -3.714
H -1.354 1.145 -4.356
H -1.662 -0.457 -6.262
H -3.803 -0.510 -5.254
C 2.479 6.599 0.305
C 1.908 6.910 -1.115
O 2.641 6.226 -2.112
O 1.566 6.913 1.317
H 3.416 7.153 0.424
H 2.825 5.560 0.291
H 1.709 7.971 -1.249
H 0.916 6.431 -1.062
H 2.449 5.298 -1.915
H 0.859 6.252 1.268
C 2.419 -2.096 -2.007
C 2.928 -3.550 -2.063
O 3.610 -3.830 -3.270
O 3.369 -1.131 -1.582
H 1.735 -2.174 -1.148
H 1.974 -1.821 -2.958
H 2.073 -4.186 -1.809
H 3.612 -3.695 -1.213
H 3.386 -4.705 -3.594
H 3.563 -1.335 -0.659
C 0.370 -5.457 0.719
C -0.939 -5.429 1.464
O -0.953 -4.463 2.485
O 0.362 -6.462 -0.294
H 1.259 -5.561 1.342
H 0.530 -4.474 0.257
H -1.197 -6.361 1.968
H -1.724 -5.292 0.709
H -0.959 -3.556 2.160
H -0.067 -6.100 -1.073
C -5.495 -3.578 -2.454
C -4.866 -2.539 -1.513
O -5.003 -1.237 -2.036
O -4.847 -3.746 -3.695
H -6.517 -3.285 -2.697
H -5.536 -4.499 -1.853
H -3.791 -2.738 -1.397
H -5.375 -2.597 -0.550
H -4.582 -1.219 -2.913
H -4.105 -4.351 -3.625
C 4.871 -2.094 1.347
C 5.561 -0.773 1.005
O 4.923 0.272 1.722
O 3.466 -2.078 1.189
H 5.059 -2.342 2.404
H 5.408 -2.948 0.925
H 5.415 -0.602 -0.066
H 6.605 -0.921 1.304
H 5.141 1.085 1.257
H 3.083 -1.621 1.947
C -1.124 -2.062 5.509
C 0.152 -2.823 5.891
O 0.947 -2.928 4.740
O -2.068 -2.048 6.557
H -1.533 -2.522 4.606
H -0.737 -1.064 5.281
H -0.117 -3.773 6.380
H 0.704 -2.319 6.686
H 0.438 -3.313 4.014
H -2.574 -1.235 6.575
```

No. 3
Formula: C20H48N3O16P3S
Source: OMol25
Level of theory: wB97M-V/def2-TZVPD

calculated total energy	-97446.37525	eV
E_HOMO	-9.12	eV
lowest unoccupied orbital energy	-0.8	eV

```
91
C20H48N3O16P3S (wB97M-V/def2-TZVPD)
C 6.023 -0.317 -0.066
C 5.309 -0.573 -1.411
O 4.556 0.518 -1.905
C 3.445 0.853 -1.104
C 2.384 -0.243 -1.141
O 1.161 0.228 -0.555
C 0.496 -0.711 0.180
P 1.344 -0.794 1.934
N 2.469 0.302 2.010
O -0.733 0.010 0.509
S -1.847 -1.074 0.843
O -1.671 -1.676 2.117
O -3.153 -0.669 0.510
O -1.366 -2.115 -0.275
C 0.075 -2.042 -0.519
C 0.565 -3.390 0.009
C 2.066 -3.651 -0.051
N 2.559 -3.838 -1.425
O 0.148 -2.060 -1.942
N -1.082 -1.514 -2.569
O -0.847 -0.526 -3.110
H 5.657 0.558 0.469
H 7.075 -0.120 -0.280
H 6.003 -1.210 0.560
H 6.083 -0.755 -2.158
H 4.736 -1.509 -1.365
H 3.692 1.107 -0.072
H 2.992 1.746 -1.544
H 2.764 -1.089 -0.562
H 2.172 -0.545 -2.168
H 1.796 -2.099 2.202
H 0.348 -0.491 2.873
H 3.353 -0.154 2.220
H 0.145 -3.573 1.000
H 0.104 -4.141 -0.637
H 2.681 -2.905 0.471
H 2.244 -4.594 0.474
H 3.550 -4.040 -1.348
H 2.484 -2.968 -1.942
O -5.997 0.327 -5.835
P -5.242 -0.603 -6.708
O -6.352 -1.472 -7.507
C -7.163 -0.828 -8.492
C -6.423 -0.645 -9.806
O -4.734 -1.726 -5.631
C -4.654 -1.430 -4.234
C -5.854 -1.982 -3.497
O -4.019 -0.972 -7.723
C -2.746 -0.305 -7.542
C -1.892 -1.000 -6.497
H -7.523 0.132 -8.112
H -8.032 -1.469 -8.644
H -5.607 0.072 -9.699
H -7.099 -0.278 -10.579
H -5.985 -1.587 -10.133
H -4.546 -0.358 -4.066
H -3.745 -1.906 -3.859
H -6.786 -1.620 -3.931
H -5.826 -1.698 -2.443
H -5.873 -3.071 -3.563
H -2.902 0.745 -7.284
H -2.242 -0.335 -8.507
H -2.232 -0.755 -5.491
H -0.852 -0.680 -6.578
H -1.945 -2.082 -6.608
O 2.455 1.408 6.021
P 1.947 2.386 7.014
O 0.635 1.706 7.682
C 0.795 0.567 8.530
C 1.250 0.958 9.925
O 1.222 3.491 6.051
C 1.566 3.613 4.668
C 0.549 2.912 3.798
O 2.145 3.493 8.196
C 3.328 4.328 8.178
C 3.154 5.543 7.285
H 1.495 -0.141 8.078
H -0.178 0.081 8.583
H 2.267 1.357 9.909
H 1.236 0.093 10.590
H 0.605 1.734 10.336
H 2.571 3.238 4.477
H 1.573 4.681 4.435
H 0.429 1.868 4.090
H 0.848 2.946 2.749
H -0.431 3.383 3.898
H 4.200 3.743 7.876
H 3.489 4.650 9.206
H 3.260 5.277 6.234
H 3.913 6.293 7.511
H 2.166 5.981 7.414
```